{"formula": "C37H99N12O22", "method": "ωB97M-V/def2-TZVPD", "species": ["C", "N", "C", "C", "C", "C", "O", "H", "H", "H", "H", "H", "H", "H", "H", "H", "H", "H", "H", "H", "H", "C", "C", "O", "O", "H", "H", "H", "H", "H", "H", "C", "C", "O", "O", "H", "H", "H", "H", "H", "H", "C", "C", "O", "O", "H", "H", "H", "H", "H", "H", "C", "C", "O", "O", "H", "H", "H", "H", "H", "H", "C", "C", "O", "O", "H", "H", "H", "H", "H", "H", "O", "C", "N", "C", "H", "H", "H", "H", "H", "O", "C", "N", "C", "H", "H", "H", "H", "H", "O", "C", "N", "C", "H", "H", "H", "H", "H", "O", "C", "N", "C", "H", "H", "H", "H", "H", "O", "C", "N", "C", "H", "H", "H", "H", "H", "O", "C", "N", "C", "H", "H", "H", "H", "H", "O", "C", "N", "C", "H", "H", "H", "H", "H", "O", "C", "N", "C", "H", "H", "H", "H", "H", "O", "C", "N", "C", "H", "H", "H", "H", "H", "O", "C", "N", "C", "H", "H", "H", "H", "H", "O", "C", "N", "C", "H", "H", "H", "H", "H"], "positions_angstrom": [[0.936, 0.790, 1.936], [0.217, 0.525, 0.605], [-1.204, 0.960, 0.853], [0.828, 1.416, -0.445], [0.350, -0.964, 0.216], [-0.715, -1.482, -0.809], [-0.756, -0.638, -1.946], [0.893, 1.789, 2.362], [1.925, 0.452, 1.623], [0.564, 0.091, 2.685], [-1.812, 0.247, 1.407], [-1.718, 1.130, -0.094], [-1.229, 1.920, 1.365], [0.822, 2.405, 0.015], [0.104, 1.505, -1.253], [1.797, 1.016, -0.731], [0.152, -1.441, 1.177], [1.377, -1.197, -0.062], [-1.655, -1.481, -0.258], [-0.423, -2.504, -1.055], [-0.618, -1.136, -2.760], [0.956, 6.082, -2.814], [0.870, 4.796, -2.000], [-0.453, 4.489, -1.713], [0.706, 5.899, -4.206], [1.966, 6.498, -2.769], [0.298, 6.870, -2.446], [1.464, 4.938, -1.091], [1.424, 4.013, -2.520], [-0.851, 5.077, -1.061], [1.431, 6.024, -4.819], [0.443, -2.629, -5.064], [-0.214, -2.571, -6.417], [-1.011, -3.738, -6.633], [-0.597, -2.641, -4.098], [1.132, -1.836, -4.779], [0.985, -3.577, -5.017], [0.583, -2.606, -7.165], [-0.847, -1.694, -6.560], [-1.360, -3.644, -7.522], [-1.044, -3.490, -4.053], [4.573, 3.056, 1.531], [5.448, 4.260, 1.743], [5.165, 4.754, 3.079], [3.285, 3.435, 1.078], [4.456, 2.429, 2.418], [5.031, 2.357, 0.830], [5.261, 5.124, 1.106], [6.507, 3.998, 1.762], [5.995, 4.987, 3.500], [2.891, 3.862, 1.847], [-2.404, 5.991, 1.002], [-1.971, 4.551, 1.226], [-0.572, 4.378, 1.482], [-1.764, 6.567, -0.141], [-2.236, 6.659, 1.848], [-3.468, 6.005, 0.758], [-2.373, 3.922, 0.430], [-2.489, 4.287, 2.150], [-0.125, 5.129, 1.076], [-2.061, 7.471, -0.269], [-2.706, -7.171, -0.359], [-1.394, -6.350, -0.274], [-1.640, -5.046, -0.817], [-3.466, -7.199, 0.812], [-2.474, -8.199, -0.641], [-3.349, -6.782, -1.153], [-0.554, -6.838, -0.774], [-0.964, -6.250, 0.724], [-1.429, -5.097, -1.753], [-3.675, -6.269, 0.951], [-5.269, -0.197, -4.547], [-4.352, -0.900, -4.184], [-3.071, -0.618, -4.508], [-4.610, -1.956, -3.132], [-2.264, -1.143, -4.211], [-3.033, 0.125, -5.190], [-5.021, -2.788, -3.706], [-5.286, -1.699, -2.323], [-3.670, -2.270, -2.670], [6.012, -1.084, 4.144], [5.295, -2.062, 4.042], [4.014, -1.904, 3.631], [5.715, -3.476, 4.409], [3.714, -1.034, 3.218], [3.488, -2.708, 3.311], [6.756, -3.691, 4.172], [5.029, -4.217, 4.000], [5.716, -3.576, 5.496], [-5.594, 3.778, 2.587], [-5.237, 2.752, 1.969], [-4.388, 1.913, 2.513], [-5.860, 2.425, 0.612], [-4.188, 2.174, 3.468], [-4.351, 0.955, 2.175], [-6.068, 3.346, 0.072], [-6.756, 1.839, 0.810], [-5.167, 1.822, 0.022], [2.607, -4.297, 2.343], [1.559, -4.931, 2.506], [1.522, -6.227, 2.485], [0.274, -4.207, 2.874], [2.365, -6.766, 2.358], [0.689, -6.724, 2.756], [0.457, -3.135, 2.876], [-0.026, -4.473, 3.889], [-0.506, -4.556, 2.197], [3.916, -0.238, 0.510], [5.085, -0.139, 0.111], [5.354, 0.226, -1.160], [6.312, -0.367, 0.950], [6.275, 0.466, -1.485], [4.556, 0.531, -1.698], [7.172, -0.386, 0.279], [6.317, -1.386, 1.339], [6.459, 0.368, 1.739], [2.410, 0.755, 4.851], [2.238, 1.764, 5.500], [1.876, 1.688, 6.789], [2.441, 3.132, 4.945], [1.864, 2.494, 7.390], [1.792, 0.735, 7.108], [3.443, 3.343, 4.570], [2.220, 3.956, 5.628], [1.730, 3.403, 4.161], [-3.845, -0.719, 1.864], [-3.756, -1.860, 1.417], [-2.754, -2.672, 1.755], [-4.767, -2.384, 0.387], [-2.144, -2.310, 2.483], [-2.766, -3.614, 1.401], [-5.048, -1.628, -0.342], [-5.673, -2.669, 0.922], [-4.393, -3.252, -0.157], [2.837, -2.091, -2.357], [2.867, -3.049, -1.615], [3.542, -3.073, -0.445], [2.172, -4.351, -2.019], [3.600, -3.915, 0.104], [3.960, -2.222, -0.101], [1.559, -4.781, -1.230], [2.964, -5.052, -2.296], [1.719, -4.183, -2.994], [-3.591, 2.780, -5.133], [-3.119, 3.410, -4.191], [-2.200, 4.354, -4.351], [-3.556, 3.092, -2.786], [-1.927, 4.502, -5.311], [-1.637, 4.679, -3.580], [-2.689, 2.669, -2.274], [-4.306, 2.304, -2.803], [-3.920, 3.997, -2.301], [0.780, 0.005, -6.575], [-0.072, 0.751, -6.099], [-1.173, 1.092, -6.778], [0.052, 1.282, -4.685], [-1.934, 1.554, -6.301], [-1.466, 0.747, -7.678], [-0.717, 2.047, -4.566], [0.959, 1.879, -4.552], [0.239, 0.505, -3.946], [-1.217, -1.225, 3.679], [-1.633, -0.836, 4.781], [-2.849, -0.312, 4.798], [-0.798, -0.858, 6.030], [-3.227, -0.248, 3.860], [-3.474, -0.212, 5.581], [-1.282, -0.447, 6.917], [0.136, -0.304, 5.955], [-0.622, -1.905, 6.281]], "charge": 1, "homo_ev": -10.79, "largest_force_ha_per_bohr": 0.07895}